1.
Below is a cluster of 5 separate species, C24H54BN3O14S4 in total at a distorted geometry, with properties calculated with ωB97M-V/def2-TZVPD.

Structure (XYZ):
```
100
Properties=species:S:1:pos:R:3:forces:R:3
S 1.837 -2.043 -5.930 -0.33 0.70 -0.67
S 1.242 -3.719 -0.536 0.62 -0.60 -0.59
S -2.769 -3.916 -8.768 -0.60 -0.41 0.45
S 0.004 3.813 8.834 0.01 -0.07 0.74
O -2.487 -4.595 -9.995 0.22 0.29 -0.02
O 3.749 0.884 1.499 -1.07 0.15 0.19
O -2.068 -2.721 -8.398 -0.01 0.00 -0.36
O -4.343 -3.644 -8.674 0.37 -0.16 0.25
O 1.792 -5.098 0.063 0.09 0.34 -0.21
O -0.440 2.559 9.723 0.07 0.46 0.04
O 1.216 3.486 8.147 -0.21 0.09 -0.26
O -1.140 4.317 8.133 0.17 -0.18 -0.26
O 1.199 -2.655 -4.798 0.34 -0.07 0.11
O -0.109 -3.907 -0.969 -0.05 0.30 0.32
O 1.595 -2.654 0.361 -0.35 0.07 0.12
O 3.193 -2.348 -6.273 -0.04 -0.26 0.35
O -1.881 5.543 1.945 0.67 -0.04 0.43
O 1.677 -0.457 -5.816 -0.24 -0.44 -0.17
N 0.782 -0.504 3.082 0.21 -1.46 3.59
N 2.780 1.796 -1.649 1.78 -0.12 -3.43
N 2.666 2.435 3.063 -1.15 -2.27 -0.30
C -0.845 0.727 0.322 0.10 -0.81 0.72
C 0.384 4.905 10.167 -0.02 -0.04 0.13
C -1.773 1.213 1.472 -0.71 0.85 -0.67
C 0.822 -2.267 -7.354 -0.04 0.12 0.09
C -1.959 2.778 1.537 -0.39 -0.20 0.62
C 2.229 1.904 -0.679 -2.66 0.08 4.86
C 0.861 -0.252 1.990 -0.94 2.76 -4.39
C -2.213 4.847 3.137 -1.11 -0.57 0.48
C 1.305 2.699 3.593 0.11 0.95 0.82
C -0.515 5.931 1.881 0.53 0.46 -0.11
C 2.096 0.187 -4.599 0.51 0.44 0.63
C -1.137 1.483 9.078 -0.21 -0.71 -0.43
C -2.668 -5.076 -7.442 -0.09 0.02 0.08
C 3.532 1.724 4.036 0.69 0.38 0.78
C 0.023 -5.976 1.506 -0.21 0.17 -0.15
C -0.193 0.585 8.301 0.20 0.16 -0.17
C -4.881 -2.516 -9.380 -0.33 0.54 -0.58
C 1.439 -5.441 1.412 -0.37 -0.27 0.69
C 3.600 0.350 -4.532 0.27 -0.27 -0.10
C -2.200 3.279 2.998 -0.07 -0.05 -0.22
C 2.291 -3.657 -1.950 0.14 -0.02 0.14
C 1.516 1.868 0.668 0.78 0.04 -0.95
C -5.029 -2.797 -10.863 0.26 -0.14 -0.13
C 0.663 0.537 0.695 0.35 -0.96 -0.58
B 2.657 1.735 1.807 1.35 0.45 0.11
H -2.786 0.814 1.241 0.63 0.07 0.28
H 3.411 0.619 4.016 0.14 0.65 -0.15
H 0.067 5.479 2.711 -0.23 0.27 -0.53
H -5.564 -1.983 -11.355 -0.03 0.00 0.09
H -5.572 -3.729 -11.027 -0.06 0.07 0.04
H -1.515 0.812 2.471 0.23 0.07 -0.62
H 3.980 0.820 -5.441 -0.08 0.03 0.02
H -5.863 -2.322 -8.949 0.12 -0.22 0.22
H 1.092 -0.114 -0.095 -0.22 0.35 0.48
H -0.176 -6.356 2.510 0.09 -0.01 -0.01
H -4.055 -2.901 -11.343 -0.03 0.03 0.01
H 3.879 0.957 -3.673 -0.15 0.02 -0.02
H 3.533 -0.036 1.721 0.31 0.20 -0.16
H -0.038 5.656 0.911 -0.49 -0.13 0.54
H 2.143 -4.560 -2.537 -0.06 0.05 0.00
H 1.123 3.793 3.556 -0.25 -0.64 -0.14
H -2.936 -4.575 -6.515 0.01 0.01 -0.05
H 1.584 -4.584 2.075 0.02 0.09 -0.18
H 2.008 -2.784 -2.535 -0.11 -0.05 0.00
H -1.142 3.342 1.052 -0.26 -0.38 0.30
H -1.931 1.871 8.436 0.10 0.18 0.05
H 1.266 2.435 4.671 0.06 0.08 -0.68
H 3.323 -3.571 -1.618 -0.05 -0.02 0.04
H 2.140 -6.214 1.727 0.15 0.09 -0.28
H 0.497 2.122 3.111 0.44 0.45 0.04
H 1.716 -0.355 -3.730 -0.06 -0.10 -0.14
H -3.197 2.897 3.310 0.59 0.21 -0.11
H -3.255 5.141 3.391 0.63 -0.02 -0.26
H 4.582 2.013 3.837 -0.53 -0.48 0.08
H -0.707 -5.195 1.289 0.03 -0.02 0.03
H 3.319 2.018 5.087 -0.05 0.15 -0.76
H 1.213 -1.655 -8.164 0.02 -0.02 0.05
H -1.208 -0.275 0.002 0.25 0.58 0.10
H -1.602 5.138 4.018 -0.08 0.07 -0.66
H -1.482 2.837 3.721 -0.23 0.23 -0.58
H -4.270 -1.628 -9.205 0.12 -0.14 0.09
H 0.860 -3.319 -7.629 0.06 0.01 0.08
H 1.627 1.171 -4.594 -0.17 -0.14 -0.22
H -0.526 5.110 10.724 0.01 -0.03 -0.04
H 0.779 5.825 9.738 -0.02 -0.07 -0.10
H 1.133 4.437 10.801 -0.02 -0.01 -0.05
H -0.720 -0.298 7.934 -0.04 0.03 0.07
H -3.343 -5.903 -7.648 0.02 0.04 -0.04
H -1.615 0.906 9.870 0.09 0.27 0.18
H -0.197 -1.981 -7.109 0.05 -0.02 -0.02
H 4.097 -0.618 -4.439 -0.03 0.02 -0.02
H -0.872 1.384 -0.574 -0.09 -0.25 0.61
H 0.641 0.267 8.928 -0.09 -0.04 0.03
H -2.886 3.026 0.978 0.68 0.01 0.07
H -0.136 -6.778 0.784 0.07 -0.03 0.07
H 0.229 1.107 7.442 -0.04 -0.03 0.01
H -0.419 7.041 1.945 -0.16 -0.65 0.13
H -1.641 -5.434 -7.393 0.00 0.07 -0.09
H 0.911 2.790 0.723 0.08 -0.58 0.22
```
Forces are in eV/Å.

Its total charge is 0. The SMILES is COCCCCC[C@H](C#N)[C@H](C#N)B(O)N(C)C.CCOS(C)(=O)=O.CCOS(C)(=O)=O.CCOS(C)(=O)=O.CCOS(C)(=O)=O.

---

2.
Below is a cluster of 6 separate species, C24H54F12N4O3P2 in total at a distorted geometry, with properties calculated with ωB97M-V/def2-TZVPD.

Structure (XYZ):
```
99
Properties=species:S:1:pos:R:3:forces:R:3
P -3.826 3.281 6.747 -0.25 -3.17 2.07
P -2.220 -7.115 4.401 1.39 4.40 0.25
F -1.278 -8.324 4.974 -0.69 0.82 0.20
F -3.039 1.885 7.064 -0.08 0.15 -0.28
F -2.394 4.050 7.038 -0.89 0.59 -1.13
F -4.708 4.604 6.538 0.77 0.49 -0.54
F -2.969 -5.806 3.721 -1.30 -1.36 -0.37
F -3.508 -7.619 5.250 0.56 -0.21 -1.04
F -1.934 -5.991 5.600 0.55 -1.98 0.60
F -3.529 3.053 5.186 0.42 1.24 -0.36
F -2.531 -7.971 3.089 -0.41 -0.53 0.05
F -4.096 3.384 8.365 -0.56 0.20 -0.49
F -5.218 2.378 6.499 0.61 0.81 0.60
F -0.858 -6.440 3.661 0.05 -1.37 0.10
O -3.490 -1.314 2.463 -1.67 0.72 -2.82
O -1.486 -0.969 1.547 -0.25 0.76 -2.20
O -1.801 -1.279 3.616 1.81 0.58 1.26
N -2.279 -1.136 2.496 0.43 -1.77 3.14
N 0.721 -4.911 -3.817 0.15 -1.62 0.72
N 4.893 1.914 2.075 -0.93 0.03 1.62
N -4.483 4.488 -1.428 1.86 0.16 -0.41
C -6.771 3.989 -0.713 -0.63 0.34 -0.09
C -4.571 4.014 0.075 -0.41 0.72 0.54
C 4.087 -0.436 2.208 0.43 -0.43 -0.67
C 4.002 3.172 1.982 -0.12 -1.06 -0.98
C 7.023 3.316 2.330 0.28 -0.11 -0.36
C 0.339 -6.536 -2.010 1.16 0.25 1.06
C -0.852 -5.636 -2.059 -0.68 0.55 0.67
C 4.183 0.758 1.272 -0.32 0.52 -0.01
C -2.105 3.494 -2.041 -1.33 0.44 -0.34
C 1.159 -6.321 -3.294 -0.74 -0.09 0.14
C 5.066 -0.162 3.309 -0.85 0.93 1.54
C 0.900 -4.855 -5.371 -0.81 0.81 0.13
C -3.791 5.884 -1.447 -1.23 0.03 1.05
C 1.071 -3.150 -7.398 0.32 -0.53 0.80
C -0.753 -4.919 -3.338 -0.67 1.97 -2.46
C 8.505 3.382 1.920 -0.39 -0.14 0.32
C 1.541 -3.901 -3.024 -1.22 0.17 -0.13
C 6.337 2.111 1.663 -0.67 1.04 -0.33
C -5.955 4.537 -1.884 -0.15 0.44 0.50
C 4.849 1.369 3.522 0.56 -1.12 -0.49
C -1.418 2.354 -2.819 -0.15 -0.18 0.74
C -3.648 3.604 -2.398 0.98 -0.90 1.45
C 0.431 -3.496 -6.037 0.65 0.17 0.97
C -5.965 4.482 0.484 0.09 -0.45 -0.36
H -2.921 5.949 -0.793 0.15 -0.77 -0.32
H -6.099 4.060 -2.853 0.27 -0.06 0.18
H 0.044 -7.543 -1.714 0.55 -0.12 -0.50
H -1.818 -6.108 -1.881 0.09 -0.07 -0.30
H 0.899 -7.086 -4.025 0.20 0.31 -0.30
H 0.773 -2.726 -5.345 0.35 0.22 -0.07
H -2.025 3.335 -0.966 0.15 -0.09 0.01
H 2.608 -4.116 -2.974 -0.10 0.11 -0.88
H 3.856 1.544 3.935 -0.09 -0.04 -0.26
H -3.788 4.458 0.689 0.18 0.02 -0.46
H 0.885 -3.846 -8.217 -0.17 -0.13 0.21
H -7.770 4.426 -0.705 0.01 0.13 -0.20
H -4.579 2.941 0.266 0.48 -0.19 -0.95
H 1.943 -5.124 -5.539 0.20 0.66 -0.01
H 6.937 3.314 3.417 0.02 -0.26 0.01
H -0.769 -4.869 -1.289 -0.15 -0.23 0.29
H -4.478 6.572 -0.953 -0.24 0.00 -0.27
H 3.003 2.752 2.098 -0.01 0.37 0.04
H -6.224 5.591 -1.946 0.22 0.00 -0.36
H 0.369 -5.693 -5.822 -0.39 -0.07 0.50
H -1.316 -5.230 -4.218 0.04 -0.94 0.17
H -1.685 4.472 -2.276 0.37 -0.10 0.02
H 9.044 2.487 2.231 0.05 0.02 0.02
H -1.162 -3.916 -3.223 0.65 0.44 -0.03
H 4.111 3.536 0.961 -0.06 0.11 0.05
H 4.322 -1.363 1.685 -0.23 0.00 0.01
H -3.555 6.270 -2.439 -0.22 -0.54 -0.08
H 4.105 4.002 2.681 0.79 -0.54 0.27
H 6.588 4.262 2.007 -0.37 -0.12 -0.10
H 4.671 0.599 0.311 0.40 0.09 0.29
H 5.556 1.848 4.199 0.14 0.16 -0.49
H 8.609 3.486 0.840 0.03 0.06 0.01
H -6.952 2.915 -0.744 0.49 -0.09 0.12
H -0.350 2.287 -2.615 0.11 0.64 -0.18
H 4.673 -0.639 4.207 0.46 -0.20 0.13
H -6.292 4.060 1.435 0.21 -0.06 -0.05
H 8.949 4.246 2.413 0.15 -0.08 -0.16
H 0.937 -6.104 -1.208 0.20 -0.68 0.27
H -1.591 2.392 -3.895 0.01 0.04 0.05
H 6.896 1.187 1.812 -0.24 -0.01 0.13
H 2.228 -6.284 -3.084 -0.11 -0.15 -0.35
H -0.634 -3.261 -6.022 -0.30 -1.03 -0.12
H -4.051 2.598 -2.289 -0.29 0.06 -0.24
H 0.774 -2.155 -7.728 0.03 -0.06 0.14
H 6.089 -0.497 3.135 -0.03 0.29 -0.05
H 1.212 -2.938 -3.415 0.76 0.10 0.11
H 6.245 2.300 0.594 0.38 -0.06 -0.13
H -6.026 5.568 0.554 -0.01 0.06 0.06
H 3.078 -0.486 2.616 0.05 -0.18 -0.07
H -1.728 1.390 -2.415 -0.57 -0.05 -0.21
H 3.148 1.026 1.058 0.27 0.64 -0.12
H 2.136 -3.162 -7.169 0.20 0.21 -0.58
H -3.746 3.968 -3.421 -0.38 0.16 0.20
H 1.240 -3.912 -1.977 -0.42 -0.27 -0.10
```
Forces are in eV/Å.

The energy above the lowest of the compared OMol25 structures with the same formula, charge and spin comes out at 134.8 kcal per mole. Its total charge is 0.

---

3.
Below is a cluster of 14 separate species, C24H54FN14O28 in total at a distorted geometry, with properties calculated with ωB97M-V/def2-TZVPD.

Structure (XYZ):
```
121
Properties=species:S:1:pos:R:3:forces:R:3
F -1.210 5.281 -0.559 -0.24 0.39 -0.23
O -0.279 -5.482 -2.534 -0.26 -0.05 -0.12
O 2.943 -3.953 2.776 0.05 0.19 0.09
O 0.663 -3.984 0.788 -0.51 -0.55 -0.20
O 4.154 -7.188 -1.209 -0.82 1.01 -0.73
O -7.264 10.726 -4.883 0.17 -0.02 -0.05
O -0.615 8.264 2.284 0.10 0.02 -0.15
O 4.343 -2.363 2.351 -0.22 -0.09 0.10
O -1.187 -4.395 1.838 0.46 -0.28 0.00
O -2.276 -6.309 -2.484 0.19 -0.06 0.11
O 4.649 1.163 -1.516 0.33 -0.21 0.01
O -5.034 -4.685 3.097 -0.08 -0.04 0.12
O 0.783 3.003 -2.591 -0.23 -0.13 0.07
O -4.275 9.048 -1.818 0.16 0.00 -0.07
O 4.888 -7.357 1.375 1.16 0.09 0.41
O 6.692 0.431 4.583 -0.05 0.07 -0.28
O 1.693 -0.089 2.859 -0.26 0.02 0.10
O 5.876 -0.150 -2.715 -0.23 0.16 0.12
O -5.361 10.436 -5.864 -0.14 -0.05 0.14
O -2.438 9.430 -2.891 -0.14 -0.04 0.14
O -5.766 -6.052 4.601 0.08 0.12 -0.15
O 0.090 10.075 1.336 -0.05 -0.18 0.10
O 0.037 1.245 -3.601 0.16 0.25 -0.01
O 3.063 -8.369 0.233 -1.36 0.11 -0.68
O 6.704 -7.041 0.252 -0.17 0.04 0.07
O -1.198 -0.917 -0.338 -0.10 0.11 0.27
O 6.070 1.099 2.618 0.22 -0.03 0.06
O -0.132 -0.403 3.967 0.14 0.20 -0.11
O -3.120 -2.046 -0.285 -0.12 1.30 -0.12
N -6.076 10.933 -5.013 0.03 0.02 -0.05
N 1.261 3.638 1.318 0.88 0.03 0.47
N 5.689 0.568 -1.759 0.27 -0.01 0.14
N -0.314 -4.668 1.038 0.29 -0.40 -0.22
N -1.495 -5.384 -2.491 0.01 0.27 -0.51
N -3.410 8.752 -2.621 0.02 0.01 -0.11
N -0.538 9.041 1.346 0.00 0.07 0.01
N 3.159 -7.768 -0.819 -2.13 1.10 -0.04
N 5.867 0.817 3.787 -0.11 0.04 0.04
N 5.713 -7.680 0.540 0.16 -0.25 0.35
N 0.922 1.892 -3.078 0.23 -0.21 -0.21
N 3.935 -3.505 2.236 0.17 -0.02 -0.21
N 0.695 -0.740 3.150 -0.05 -0.32 0.01
N -5.720 -4.968 4.065 -0.01 -0.11 0.06
C -3.083 0.212 -1.285 0.35 -0.69 -0.46
C -5.445 11.871 -4.045 0.23 0.08 0.05
C -0.564 4.306 0.056 -0.55 -0.68 -0.19
C -0.292 2.063 0.681 -0.95 -1.15 -0.21
C 0.482 -2.037 2.444 0.29 0.51 0.21
C 4.462 0.973 4.241 -0.17 -0.16 0.24
C 4.697 -4.439 1.364 0.24 0.35 -0.05
C -3.960 -1.647 2.021 0.02 -0.66 0.03
C 0.589 4.598 0.697 0.39 1.48 -0.05
C 2.278 1.273 -3.027 0.04 0.35 0.09
C -2.343 2.608 -0.619 -0.10 -0.17 0.39
C 5.476 -8.961 -0.180 0.79 -0.95 -0.13
C 6.821 0.738 -0.803 -0.04 0.19 0.20
C -2.381 -0.944 -0.587 0.41 -0.12 0.05
C -2.137 1.392 -1.567 -0.92 0.76 -0.36
C -1.062 3.010 0.042 -0.48 0.19 -0.28
C -3.010 -2.444 1.095 -0.95 -0.78 1.13
C 1.954 -7.744 -1.694 0.12 0.01 -0.29
C 0.855 2.374 1.310 0.70 -0.61 0.53
C -2.050 -4.003 -2.439 -0.17 -0.02 -0.08
C -1.282 8.669 0.112 -0.04 0.20 -0.20
C -3.563 7.451 -3.328 0.11 -0.09 -0.19
C -6.571 -3.883 4.628 -0.13 0.01 0.13
C -0.457 -5.954 0.302 0.15 -0.09 0.12
H 4.186 2.013 4.094 0.02 -0.03 -0.08
H 0.387 -6.061 -0.369 -0.28 0.40 0.30
H -0.473 -6.753 1.038 -0.16 0.05 0.06
H 0.955 5.620 0.703 0.14 -0.25 0.18
H 4.521 -8.874 -0.693 2.17 -1.51 0.60
H -4.502 7.483 -3.873 -0.04 -0.02 0.10
H 1.706 -8.772 -1.942 -0.06 -0.02 0.11
H -1.658 -3.528 -1.545 0.13 0.04 -0.05
H -5.911 -3.076 4.934 0.00 0.02 -0.10
H -3.996 0.478 -0.739 0.21 -0.02 -0.04
H -3.574 6.669 -2.573 -0.13 0.05 0.02
H 4.024 -4.771 0.578 -0.04 -0.12 0.11
H -2.726 7.325 -4.005 0.00 0.10 0.03
H -2.379 1.737 -2.577 0.32 -0.03 0.16
H -1.087 1.108 -1.575 -0.33 -0.28 0.01
H -5.941 12.832 -4.143 -0.10 -0.07 0.06
H -3.028 2.286 0.183 0.18 0.27 -0.08
H 6.284 -9.115 -0.885 0.14 0.13 0.11
H -7.249 -3.559 3.844 0.10 0.05 -0.03
H -4.390 11.956 -4.281 -0.04 -0.06 -0.06
H -0.890 7.714 -0.225 -0.09 -0.03 0.05
H 7.070 -0.245 -0.412 0.04 -0.01 -0.09
H 3.857 0.313 3.625 0.01 0.06 -0.03
H -2.801 3.481 -1.092 0.06 -0.32 -0.10
H -3.360 -3.483 1.134 0.21 0.25 -0.35
H 2.114 3.863 1.819 -0.07 0.11 -0.13
H -3.426 -0.953 2.680 -0.18 0.13 -0.32
H 1.425 1.602 1.815 0.22 0.35 0.12
H -3.419 -0.172 -2.262 -0.09 -0.10 0.35
H -4.749 -1.166 1.431 0.26 0.13 0.16
H 6.504 1.400 -0.006 -0.06 -0.06 -0.01
H -5.588 11.455 -3.051 -0.10 0.05 -0.01
H -4.474 -2.387 2.665 0.30 0.46 -0.24
H 7.655 1.163 -1.354 0.00 -0.14 -0.07
H -0.465 -1.967 1.920 0.27 0.17 0.18
H -0.620 1.025 0.687 0.10 0.16 -0.06
H 2.184 -7.175 -2.588 0.05 0.04 0.04
H 1.294 -2.190 1.757 0.12 0.25 0.11
H -1.127 9.437 -0.638 0.03 0.03 0.08
H 2.191 0.345 -2.467 -0.02 -0.01 -0.10
H 2.957 1.959 -2.534 -0.28 -0.07 -0.13
H 4.388 0.700 5.288 0.12 -0.01 -0.02
H -3.131 -4.063 -2.402 0.02 -0.10 0.03
H 5.020 -5.270 1.976 -0.13 -0.08 -0.04
H -2.334 8.593 0.374 0.04 -0.09 0.04
H 5.548 -3.911 0.949 -0.05 0.07 0.05
H 2.589 1.086 -4.050 -0.07 -0.11 0.01
H 5.451 -9.753 0.563 -0.02 0.03 0.06
H 1.153 -7.272 -1.134 0.21 -0.41 -0.19
H -7.119 -4.278 5.476 0.05 -0.07 -0.03
H -1.987 -2.458 1.481 -0.55 0.26 -0.63
H -1.392 -5.912 -0.251 -0.01 -0.16 0.35
H 0.459 -2.817 3.197 -0.05 0.03 0.04
H -1.720 -3.485 -3.336 0.13 0.00 0.08
```
Forces are in eV/Å.

Its total charge is +1.

---

| no. | energy (Eh) | highest occupied orbital energy (eV) |
| --- | --- | --- |
| 1 | -3782.0446 | -9.5 |
| 2 | -3272.6172 | -5.0 |
| 3 | -3918.5258 | -12.1 |